1.
DFT (wB97M-V/def2-TZVPD) results for one molecule with the formula C2H3NS4.

Values from the calculation:
Net charge: 0
LUMO energy in Ha: 0.008
Highest occupied orbital energy in eV: -8.66
Structure (SMILES): SC1(S)SC=NS1

Last column: Löwdin charge in e.
Geometry (Å):
1 S 0.83 -1.26 -1.62  0.571
2 C -0.17 -0.47 -0.26  -1.646
3 S -1.15 -1.74 0.60  0.599
4 S 0.91 0.48 0.98  0.817
5 C 0.09 2.00 0.71  -0.608
6 N -0.83 2.14 -0.15  -0.386
7 S -1.26 0.80 -1.03  0.786
8 H 1.67 -2.00 -0.69  -0.070
9 H -0.32 -2.81 0.24  -0.116
10 H 0.23 2.87 1.23  0.052

=====

2.
DFT (wB97M-V/def2-TZVPD) results for C24H29AsN2O2PdS as an isolated structure.

Values from the calculation:
Expectation value of S²: 6.05
2S+1: 5
Net charge: +2
LUMO energy (alpha / beta) in Ha: -0.250 / -0.351
Highest occupied orbital energy (alpha / beta) in eV: -14.47 / -15.12

Last column: Löwdin spin population.
Geometry (Å):
1 Pd -1.75 0.03 0.10  1.458
2 C 3.80 1.46 0.32  0.000
3 C 4.39 0.15 -0.21  0.008
4 C 5.21 -0.52 0.92  0.009
5 C 5.30 0.45 -1.41  0.008
6 C 3.30 -0.82 -0.63  0.069
7 C 3.71 -2.10 -1.17  0.223
8 C 2.82 -3.10 -1.52  0.006
9 C 1.48 -2.83 -1.36  0.163
10 S 0.12 -3.85 -1.63  0.011
11 C -0.92 -2.59 -1.06  0.098
12 N -0.29 -1.45 -0.73  0.147
13 C 1.04 -1.55 -0.85  0.145
14 C 1.97 -0.56 -0.50  0.011
15 C -2.33 -2.72 -0.88  0.099
16 C -3.05 -3.87 -1.26  0.061
17 C -4.40 -3.93 -0.99  0.013
18 C -5.04 -2.88 -0.35  0.097
19 C -4.34 -1.73 0.04  0.069
20 C -3.00 -1.65 -0.24  0.400
21 H 4.62 2.12 0.62  0.000
22 H 3.18 1.29 1.20  0.000
23 H 3.22 1.98 -0.44  0.000
24 H 5.99 0.16 1.23  0.002
25 H 5.69 -1.44 0.59  0.001
26 H 4.58 -0.74 1.78  0.000
27 H 6.08 1.15 -1.10  0.002
28 H 4.74 0.91 -2.22  0.000
29 H 5.80 -0.44 -1.79  0.001
30 H 4.77 -2.29 -1.28  0.008
31 H 3.17 -4.05 -1.91  -0.003
32 H 1.61 0.37 -0.08  0.000
33 H -2.55 -4.69 -1.75  0.004
34 H -4.96 -4.81 -1.28  0.000
35 H -6.10 -2.95 -0.13  0.006
36 H -4.85 -0.93 0.56  0.007
37 O 1.17 0.05 2.55  0.010
38 C 0.07 0.44 2.83  0.025
39 C -0.40 1.04 4.16  0.015
40 C -1.86 1.47 3.92  0.008
41 C -2.10 1.06 2.49  0.028
42 O -3.09 1.24 1.77  0.144
43 N -1.03 0.45 1.96  0.205
44 H 0.26 1.86 4.43  0.001
45 H -0.31 0.27 4.93  0.001
46 H -2.03 2.54 4.03  0.001
47 H -2.57 0.96 4.56  0.001
48 C -1.56 3.66 -0.05  0.048
49 As -2.21 2.18 -1.10  0.264
50 C -4.11 2.41 -1.23  0.044
51 C -1.48 2.37 -2.87  0.052
52 H -1.78 4.58 -0.59  0.010
53 H -0.48 3.57 0.09  0.000
54 H -2.07 3.65 0.91  0.000
55 H -4.32 3.39 -1.66  0.009
56 H -4.54 2.34 -0.23  0.000
57 H -4.53 1.63 -1.87  0.000
58 H -1.78 3.35 -3.26  0.011
59 H -1.86 1.59 -3.52  0.000
60 H -0.39 2.32 -2.83  0.000

=====

3.
DFT (wB97M-V/def2-TZVPD) results for C26H53N11PtS as an isolated structure.

Values from the calculation:
Net charge: +2
LUMO energy in Ha: -0.191
Highest occupied orbital energy in eV: -12.48

Last column: Löwdin charge in e.
Geometry (Å):
1 Pt 0.43 0.61 0.40  0.915
2 C 3.77 -1.74 -2.40  -0.021
3 N 3.70 -0.70 -1.38  -0.137
4 C 3.44 0.66 -1.81  -0.049
5 C 3.37 -1.04 -0.10  -0.382
6 N 2.48 -0.35 0.60  -0.009
7 C 2.82 -0.34 2.04  -0.216
8 C 2.01 0.69 2.77  -0.184
9 N 0.58 0.42 2.53  -0.262
10 C 0.15 -0.92 3.09  -0.129
11 C -0.10 -2.01 2.06  -0.214
12 N -0.96 -1.52 1.01  0.028
13 C -2.11 -2.08 0.80  -0.391
14 N -2.80 -2.85 1.71  -0.170
15 C -3.42 -4.10 1.33  -0.046
16 C -2.93 -2.48 3.10  -0.049
17 N -2.73 -1.93 -0.41  -0.155
18 C -4.17 -1.93 -0.57  -0.051
19 C -1.96 -1.77 -1.61  -0.069
20 C -0.31 1.47 3.11  -0.150
21 C -1.55 1.54 2.23  -0.199
22 N -1.02 1.95 0.94  -0.147
23 C -1.55 3.04 0.38  -0.447
24 N -0.79 3.94 -0.27  -0.178
25 C 0.61 4.16 0.07  -0.053
26 C -1.31 4.75 -1.35  -0.049
27 N -2.89 3.25 0.46  -0.142
28 C -3.46 4.57 0.71  -0.025
29 C -3.82 2.14 0.45  -0.029
30 N 4.15 -2.03 0.43  -0.141
31 C 3.69 -3.03 1.38  -0.039
32 C 5.54 -2.22 0.03  -0.035
33 H 2.79 -2.00 -2.79  0.057
34 H 4.20 -2.65 -1.99  0.080
35 H 4.40 -1.41 -3.22  0.107
36 H 3.95 0.81 -2.76  0.102
37 H 3.86 1.35 -1.08  0.102
38 H 2.39 0.89 -1.91  -0.006
39 H 3.88 -0.08 2.16  0.144
40 H 2.68 -1.30 2.52  0.074
41 H 2.22 1.70 2.40  0.120
42 H 2.23 0.66 3.84  0.144
43 H -0.77 -0.76 3.65  0.099
44 H 0.91 -1.23 3.81  0.133
45 H -0.48 -2.91 2.55  0.120
46 H 0.86 -2.27 1.61  0.075
47 H -3.18 -4.34 0.30  0.095
48 H -4.51 -4.07 1.44  0.094
49 H -3.04 -4.91 1.96  0.098
50 H -2.67 -1.43 3.23  0.072
51 H -2.31 -3.09 3.77  0.095
52 H -3.97 -2.60 3.41  0.100
53 H -4.65 -1.84 0.40  0.094
54 H -4.53 -2.83 -1.07  0.095
55 H -4.46 -1.07 -1.19  0.089
56 H -0.91 -1.82 -1.34  0.053
57 H -2.15 -0.81 -2.10  0.076
58 H -2.19 -2.57 -2.32  0.100
59 H 0.22 2.42 3.09  0.129
60 H -0.54 1.23 4.15  0.137
61 H -2.27 2.26 2.64  0.132
62 H -2.03 0.56 2.17  0.095
63 H 1.02 3.28 0.57  0.042
64 H 0.71 5.04 0.71  0.103
65 H 1.17 4.32 -0.85  0.087
66 H -2.25 4.33 -1.71  0.096
67 H -0.59 4.73 -2.17  0.084
68 H -1.47 5.79 -1.05  0.100
69 H -2.67 5.30 0.87  0.094
70 H -4.08 4.52 1.60  0.102
71 H -4.08 4.90 -0.13  0.100
72 H -3.30 1.23 0.17  0.085
73 H -4.61 2.35 -0.28  0.103
74 H -4.29 2.00 1.43  0.098
75 H 2.62 -3.20 1.26  0.084
76 H 3.91 -2.78 2.42  0.096
77 H 4.19 -3.97 1.15  0.103
78 H 5.87 -1.39 -0.59  0.100
79 H 5.68 -3.15 -0.52  0.093
80 H 6.17 -2.26 0.93  0.103
81 S -0.04 1.47 -1.68  0.732
82 C 0.37 0.69 -3.16  -0.639
83 N 0.21 1.45 -4.27  0.069
84 C 0.44 1.02 -5.53  -0.028
85 C 0.87 -0.25 -5.75  -0.020
86 C 1.06 -1.08 -4.64  -0.012
87 C 0.81 -0.62 -3.37  -0.097
88 H -0.11 2.40 -4.13  0.150
89 H 0.25 1.75 -6.31  0.144
90 H 1.05 -0.60 -6.76  0.124
91 H 1.39 -2.10 -4.78  0.129
92 H 0.94 -1.25 -2.50  0.094

=====

4.
DFT (wB97M-V/def2-TZVPD) results for C16H17AsO3S5Sc as an isolated structure.

Values from the calculation:
Net charge: -1
LUMO energy in Ha: 0.075
Highest occupied orbital energy in eV: -4.27

Last column: Löwdin charge in e.
Geometry (Å):
1 Sc 3.26 1.00 1.15  0.228
2 S 4.45 -1.93 4.79  -0.133
3 As 3.98 -0.66 3.22  -0.454
4 S 4.56 -1.25 1.16  -0.031
5 S 1.83 -0.20 2.87  -0.027
6 S 4.74 1.41 3.17  -0.038
7 O 2.14 0.26 -0.54  -0.637
8 S 0.94 0.35 -1.43  1.016
9 C -0.41 0.71 -0.29  -0.256
10 C -1.72 0.85 -1.01  -0.270
11 C -1.87 1.78 -2.04  -0.053
12 C -3.08 1.90 -2.71  -0.084
13 C -4.16 1.10 -2.35  -0.096
14 C -4.02 0.18 -1.32  -0.080
15 C -2.81 0.06 -0.66  -0.042
16 C 0.57 -1.38 -1.90  -0.257
17 C 0.23 -2.30 -0.76  -0.280
18 C -1.03 -2.89 -0.71  -0.077
19 C -1.37 -3.72 0.35  -0.096
20 C -0.46 -3.96 1.36  -0.082
21 C 0.80 -3.38 1.31  -0.067
22 C 1.15 -2.56 0.24  -0.060
23 H -0.09 1.65 0.17  0.087
24 H -0.40 -0.07 0.47  0.096
25 H -1.04 2.42 -2.31  0.111
26 H -3.18 2.63 -3.51  0.101
27 H -5.10 1.20 -2.87  0.098
28 H -4.86 -0.44 -1.03  0.102
29 H -2.70 -0.66 0.14  0.114
30 H 1.49 -1.67 -2.41  0.103
31 H -0.23 -1.31 -2.63  0.095
32 H -1.75 -2.69 -1.50  0.106
33 H -2.36 -4.18 0.38  0.096
34 H -0.73 -4.59 2.20  0.100
35 H 1.52 -3.53 2.11  0.111
36 H 2.14 -2.12 0.23  0.037
37 C 0.68 4.43 1.24  -0.091
38 O 1.84 4.22 0.45  -0.092
39 C 2.43 3.02 0.65  -0.433
40 O 3.49 2.84 0.03  -0.109
41 H 0.84 5.30 1.87  0.084
42 H 0.47 3.56 1.86  0.081
43 H -0.17 4.63 0.57  0.080

=====

5.
DFT (wB97M-V/def2-TZVPD) results for C28H28N4O2Sr as an isolated structure.

Values from the calculation:
Net charge: 0
LUMO energy (alpha / beta) in Ha: -0.023 / -0.048
Highest occupied orbital energy (alpha / beta) in eV: -6.16 / -4.26

Last column: Löwdin charge in e.
Geometry (Å):
1 C 1.28 -2.14 -2.52  -0.184
2 C 1.91 -2.39 -1.18  -0.160
3 H 0.32 -1.62 -2.35  0.058
4 H 1.07 -3.07 -3.06  0.059
5 H 1.86 -1.48 -3.18  0.047
6 H 1.53 -1.58 -0.53  0.057
7 H 1.70 -3.37 -0.73  0.048
8 H 3.00 -2.28 -1.28  0.067
9 C -0.36 3.62 -3.02  -0.112
10 C -0.63 4.77 -3.79  -0.056
11 C 0.03 5.96 -3.44  -0.054
12 C 0.91 6.01 -2.35  -0.008
13 H -0.84 2.65 -3.22  0.123
14 H -1.33 4.70 -4.63  0.108
15 H -0.15 6.85 -4.04  0.108
16 H 1.38 6.93 -2.01  0.106
17 N 0.49 3.69 -1.97  -0.086
18 C 1.18 4.82 -1.64  -0.209
19 C 2.21 4.69 -0.54  -0.218
20 N 2.24 3.51 0.14  -0.136
21 C 3.24 3.11 0.95  -0.122
22 C 4.18 5.31 0.73  -0.050
23 C 4.23 4.03 1.30  -0.057
24 H 3.23 2.07 1.32  0.123
25 H 5.01 3.72 2.00  0.111
26 C 3.17 5.65 -0.20  -0.003
27 H 3.10 6.64 -0.66  0.106
28 H 4.93 6.04 1.00  0.107
29 Sr 0.32 2.12 -0.10  1.563
30 C 3.17 1.30 -2.53  -0.121
31 H 4.05 1.18 -1.88  -0.090
32 H 3.14 2.27 -3.07  -0.088
33 H 2.89 0.43 -3.13  -0.112
34 O -1.94 1.16 -0.27  -0.173
35 C -1.70 0.22 0.53  -0.614
36 N -2.44 -0.94 0.65  0.141
37 C -1.82 -1.87 1.57  -0.270
38 C -0.65 -1.00 2.10  -0.426
39 O 0.12 -1.29 3.01  0.055
40 N -0.62 0.18 1.37  0.030
41 C -2.83 -2.35 2.62  -0.141
42 C -2.72 -1.99 3.96  -0.015
43 C -3.65 -2.45 4.91  -0.073
44 C -4.71 -3.27 4.51  -0.095
45 C -4.85 -3.61 3.15  -0.080
46 C -3.92 -3.14 2.21  -0.031
47 C -1.28 -3.10 0.81  -0.140
48 C -0.55 -4.10 1.48  -0.006
49 C 0.04 -5.14 0.75  -0.077
50 C -0.10 -5.20 -0.64  -0.105
51 C -0.89 -4.26 -1.29  -0.103
52 C -1.51 -3.23 -0.56  -0.040
53 H -3.24 -1.09 0.07  0.149
54 H -1.87 -1.38 4.27  0.108
55 H -3.56 -2.18 5.97  0.104
56 H -5.44 -3.65 5.24  0.103
57 H -5.68 -4.24 2.82  0.102
58 H -4.04 -3.42 1.16  0.116
59 H -0.45 -4.05 2.58  0.127
60 H 0.61 -5.92 1.28  0.105
61 H 0.41 -5.98 -1.21  0.108
62 H -1.04 -4.30 -2.36  0.105
63 H -2.16 -2.53 -1.09  0.111

=====

6.
DFT (wB97M-V/def2-TZVPD) results for one molecule with the formula C15H24N3OPS2.

Values from the calculation:
Net charge: 0
LUMO energy in Ha: 0.000
Highest occupied orbital energy in eV: -8.13
Structure (SMILES): CCN(CC)P(=O)(N(CC)CC)n1c(=S)sc2ccccc21

Last column: Löwdin charge in e.
Geometry (Å):
1 C 2.08 -1.62 -3.09  -0.099
2 C 1.35 -0.27 -2.79  -0.225
3 N 1.46 0.00 -1.30  -0.215
4 C 2.60 0.83 -0.72  -0.283
5 C 3.95 0.60 -1.30  -0.099
6 P 0.14 -0.59 -0.24  0.788
7 O -0.46 -1.90 -0.74  -0.335
8 N -1.13 0.66 -0.42  -0.219
9 C -0.64 2.02 -0.34  -0.317
10 C -0.38 2.70 -1.67  -0.087
11 C -2.36 0.38 -1.35  -0.209
12 C -3.72 0.88 -0.73  -0.068
13 N 0.54 -0.79 1.54  -0.129
14 C 1.65 -1.56 1.94  -1.128
15 S 2.71 -2.36 0.88  0.613
16 S 1.70 -1.76 3.64  1.015
17 C -0.04 -1.55 3.74  -0.430
18 C -0.90 -1.76 4.85  -0.097
19 C -2.21 -1.35 4.83  -0.075
20 C -2.66 -0.87 3.56  -0.062
21 C -1.86 -0.65 2.42  -0.011
22 C -0.52 -0.94 2.55  -0.251
23 H 3.15 -1.58 -3.20  0.042
24 H 2.01 -2.39 -2.31  0.054
25 H 1.62 -1.99 -4.06  0.086
26 H 0.30 -0.28 -3.12  0.103
27 H 1.87 0.48 -3.39  0.108
28 H 2.41 1.87 -0.74  0.077
29 H 2.73 0.63 0.37  0.093
30 H 4.65 0.63 -0.45  0.081
31 H 4.13 -0.47 -1.55  0.079
32 H 4.26 1.34 -1.96  0.049
33 H -1.53 2.54 0.03  0.095
34 H 0.07 2.23 0.48  0.120
35 H -0.09 3.81 -1.58  0.109
36 H 0.39 2.14 -2.10  0.015
37 H -1.28 2.62 -2.30  0.066
38 H -2.22 0.84 -2.35  0.100
39 H -2.41 -0.67 -1.50  0.074
40 H -3.70 1.94 -0.85  0.046
41 H -3.84 0.51 0.33  0.083
42 H -4.44 0.44 -1.42  0.067
43 H -0.52 -2.30 5.67  0.092
44 H -2.95 -1.50 5.67  0.129
45 H -3.68 -0.59 3.60  0.080
46 H -2.23 -0.37 1.46  0.068

=====

Electronic energy / eV: -46952.207 -107570.615 -58281.986 -158731.967 -40380.982 -53420.476
Max |F| / eV/A: 2.47 0.32 1.42 0.32 1.97 4.47
Energy above the lowest of the compared OMol25 structures with the same formula, charge and spin / eV: 0.6857 0.0000 1.2855 0.0000 0.0000 2.7222